<a>
A 2-piece molecular cluster, C4H12 overall. Source: the OMol25 dataset; level of theory: ωB97M-V/def2-TZVPD.

Results
- <S²> = 0.756
- gap between HOMO and LUMO (spin up / spin down) (eV) = 13.90 / 4.85
- LUMO level (spin up / spin down) (eV) = -2.97 / -10.96
- HOMO energy (spin up / spin down) (eV) = -16.870 / -15.811

ORCA input file:
```
! RIJCOSX wB97M-V def2-TZVPD def2/J DEFGRID3
* xyz 1 2
C 0.19841 -0.69460 1.81937
C -0.82226 -0.06300 2.72652
H 0.22030 -1.77500 1.95431
H -0.06422 -0.42830 0.70890
H 1.25350 -0.40046 1.84189
H -1.80236 -0.47307 2.51791
H -0.37853 -0.23320 3.72520
H -0.83786 1.02607 2.66315
C -0.39355 0.22215 -2.07481
C 1.01081 0.56181 -2.44572
H -0.79479 -0.63043 -2.62078
H -0.29520 -0.09151 -0.93738
H -1.09329 1.05427 -2.14844
H 1.34461 1.49121 -2.00119
H 1.05976 0.60283 -3.55617
H 1.73737 -0.23165 -2.23059
*
```

=====

<b>
A 2-piece molecular cluster, C4H12 overall. Source: the OMol25 dataset; level of theory: ωB97M-V/def2-TZVPD.

Results
- <S²> = 0.753
- gap between HOMO and LUMO (spin up / spin down) (eV) = 12.51 / 3.22
- LUMO level (spin up / spin down) (eV) = -3.11 / -11.42
- HOMO energy (spin up / spin down) (eV) = -15.611 / -14.635

ORCA input file:
```
! RIJCOSX wB97M-V def2-TZVPD def2/J DEFGRID3
* xyz 1 2
C -1.31579 1.30261 0.97485
C -0.29654 2.45484 0.90357
H -1.28779 0.61588 1.89175
H -2.23162 1.66419 0.93308
H -1.36548 0.73462 0.05253
H -0.33730 3.02487 0.05937
H 0.74386 2.38719 0.59459
H -0.09122 3.06150 1.85421
C 0.90991 -1.53082 -1.59720
C 0.70795 -2.16238 -0.16906
H 0.06209 -1.09781 -1.99273
H 1.76994 -0.96071 -1.58773
H 1.00566 -2.27205 -2.39604
H 0.07498 -3.06875 -0.21135
H 0.03234 -1.62714 0.53270
H 1.61902 -2.52603 0.15744
*
```

=====

<c>
A 2-piece molecular cluster, C4H12 overall. Source: the OMol25 dataset; level of theory: ωB97M-V/def2-TZVPD.

Results
- <S²> = 0.753
- gap between HOMO and LUMO (spin up / spin down) (eV) = 11.96 / 3.96
- LUMO level (spin up / spin down) (eV) = -3.35 / -11.31
- HOMO energy (spin up / spin down) (eV) = -15.312 / -15.268

ORCA input file:
```
! RIJCOSX wB97M-V def2-TZVPD def2/J DEFGRID3
* xyz 1 2
C 0.65400 -1.20165 1.27156
C -0.05568 -1.96763 2.30786
H 0.19278 -0.17608 1.22359
H 1.70655 -0.84900 1.35726
H 0.57209 -1.73962 0.32552
H 0.62777 -2.85711 2.52545
H -0.88108 -2.55453 1.83874
H -0.35723 -1.45877 3.21013
C -0.36675 1.40484 -1.01815
C -0.19264 1.81226 -2.47433
H 0.56843 1.05762 -0.55281
H -0.89857 2.13570 -0.41198
H -1.04491 0.55052 -1.07138
H -1.10204 2.30828 -2.83559
H 0.01775 0.94195 -3.08951
H 0.55954 2.59322 -2.60635
*
```

=====

Result of the stability comparison: <a> is the most stable of them.

=====

<a>
A 2-piece molecular cluster, C4H12 overall. Source: the OMol25 dataset; level of theory: ωB97M-V/def2-TZVPD.

Results
- <S²> = 0.753
- gap between HOMO and LUMO (spin up / spin down) (eV) = 13.89 / 3.78
- LUMO level (spin up / spin down) (eV) = -2.93 / -11.26
- HOMO energy (spin up / spin down) (eV) = -16.823 / -15.045

ORCA input file:
```
! RIJCOSX wB97M-V def2-TZVPD def2/J DEFGRID3
* xyz 1 2
C -0.89958 0.57799 -1.11149
C -1.26805 1.18022 -2.43176
H -0.96414 1.26018 -0.27085
H -1.40599 -0.40488 -0.91583
H 0.10347 0.09655 -1.12772
H -1.59534 0.43052 -3.17222
H -0.31567 1.48354 -2.90178
H -2.04379 1.93007 -2.40253
C 1.46705 -0.87442 1.15990
C 0.67315 -0.85141 2.41942
H 2.48430 -1.25124 1.37258
H 0.89381 -1.34483 0.35724
H 1.79750 0.07359 0.59411
H -0.28533 -0.31041 2.36227
H 1.25506 -0.42844 3.23124
H 0.35477 -1.91104 2.52065
*
```

=====

<b>
A 2-piece molecular cluster, C4H12 overall. Source: the OMol25 dataset; level of theory: ωB97M-V/def2-TZVPD.

Results
- <S²> = 0.753
- gap between HOMO and LUMO (spin up / spin down) (eV) = 11.38 / 3.57
- LUMO level (spin up / spin down) (eV) = -3.56 / -11.23
- HOMO energy (spin up / spin down) (eV) = -14.949 / -14.797

ORCA input file:
```
! RIJCOSX wB97M-V def2-TZVPD def2/J DEFGRID3
* xyz 1 2
C 1.08453 -1.09328 1.64041
C 1.58959 -2.29677 0.82685
H 0.62758 -0.33252 0.97973
H 0.35924 -1.47791 2.34428
H 1.92152 -0.64017 2.15898
H 2.59508 -2.16617 0.42954
H 0.91300 -2.59867 0.03001
H 1.75160 -3.09588 1.56682
C -1.38780 2.45831 -1.39752
C -1.19366 1.05641 -0.99401
H -1.98623 3.05702 -0.71473
H -0.58352 2.93586 -1.95243
H -2.11276 2.26017 -2.29273
H -0.14538 0.71860 -1.02194
H -1.75333 0.25565 -1.55763
H -1.67946 0.95934 -0.04562
*
```

=====

Result of the stability comparison: <b> is the most stable of them.

=====

<a>
A 2-piece molecular cluster, C4H12 overall. Source: the OMol25 dataset; level of theory: ωB97M-V/def2-TZVPD.

Results
- <S²> = 0.753
- gap between HOMO and LUMO (spin up / spin down) (eV) = 11.87 / 3.70
- LUMO level (spin up / spin down) (eV) = -3.40 / -11.52
- HOMO energy (spin up / spin down) (eV) = -15.264 / -15.226

ORCA input file:
```
! RIJCOSX wB97M-V def2-TZVPD def2/J DEFGRID3
* xyz 1 2
C 1.28164 1.45617 -0.55220
C 1.04789 2.05858 0.74213
H 1.84935 2.10619 -1.22540
H 1.88537 0.48381 -0.62229
H 0.38631 1.00059 -1.05745
H 1.44245 1.47841 1.62293
H -0.04526 2.06446 0.95094
H 1.51397 3.00928 0.83847
C -1.49605 -1.37642 -0.71921
C -0.85592 -2.01821 0.53015
H -2.28590 -0.69100 -0.42882
H -0.70010 -0.94529 -1.33234
H -1.87808 -2.20978 -1.30937
H -1.55764 -2.24729 1.32444
H -0.57701 -3.04540 0.27518
H 0.02158 -1.47003 0.87026
*
```

=====

<b>
A 2-piece molecular cluster, C4H12 overall. Source: the OMol25 dataset; level of theory: ωB97M-V/def2-TZVPD.

Results
- <S²> = 0.753
- gap between HOMO and LUMO (spin up / spin down) (eV) = 12.33 / 3.68
- LUMO level (spin up / spin down) (eV) = -3.28 / -11.43
- HOMO energy (spin up / spin down) (eV) = -15.611 / -15.109

ORCA input file:
```
! RIJCOSX wB97M-V def2-TZVPD def2/J DEFGRID3
* xyz 1 2
C 1.79762 1.34846 -0.80853
C 2.19428 0.24105 0.03368
H 0.82230 1.79251 -0.56190
H 2.61834 2.05989 -0.88588
H 1.66094 0.83606 -1.81737
H 3.23977 -0.00994 -0.00379
H 2.04461 0.60644 1.12490
H 1.51839 -0.63780 0.07836
C -2.34897 -1.37124 0.07154
C -1.61139 -0.21095 0.69961
H -2.02729 -2.29067 0.54345
H -3.42117 -1.14742 0.13187
H -2.17825 -1.45994 -1.00536
H -1.72477 -0.17652 1.78751
H -1.90902 0.76822 0.35336
H -0.52564 -0.33815 0.47263
*
```

=====

Result of the stability comparison: <b> is the most stable of them.

=====

<a>
A 2-piece molecular cluster, C2H9NO overall. Source: the OMol25 dataset; level of theory: ωB97M-V/def2-TZVPD.

Results
- SMILES string = COC.N
- gap between HOMO and LUMO (eV) = 10.45
- LUMO level (eV) = 0.81
- HOMO energy (eV) = -9.638

ORCA input file:
```
! RIJCOSX wB97M-V def2-TZVPD def2/J DEFGRID3
* xyz 0 1
C -0.96646 -1.15240 -1.19258
O 0.46253 -1.34346 -1.09421
C 1.19919 -0.11124 -0.94450
H -1.10273 -0.07999 -1.28120
H -1.30328 -1.70581 -2.05826
H -1.46948 -1.49627 -0.28604
H 0.53938 0.69451 -0.61041
H 2.04700 -0.37246 -0.31557
H 1.50404 0.12271 -1.96172
N -0.63634 2.15072 2.89142
H 0.32949 2.46172 2.99016
H -1.02219 2.43941 2.01246
H -0.61238 1.15472 2.99708
*
```

=====

<b>
C2H9NO as an isolated structure. Source: the OMol25 dataset; level of theory: ωB97M-V/def2-TZVPD.

Results
- gap between HOMO and LUMO (eV) = 9.85
- LUMO level (eV) = 0.77
- HOMO energy (eV) = -9.084

ORCA input file:
```
! RIJCOSX wB97M-V def2-TZVPD def2/J DEFGRID3
* xyz 0 1
H 0.96339 0.71206 -0.35459
O 1.92951 1.38779 -0.43912
N -0.13540 -0.01787 -0.41146
H 2.58147 0.83782 -0.71958
H -0.38869 -0.17685 -1.34089
C -1.21873 0.71068 0.26841
H -1.34712 1.77869 -0.23110
H -2.17602 0.17648 0.30151
H -0.90033 1.00577 1.32881
C 0.11255 -1.34264 0.25445
H -0.76693 -2.01199 0.28851
H 0.91607 -1.85923 -0.22931
H 0.43024 -1.20073 1.28439
*
```

=====

<c>
A 2-piece molecular cluster, C2H9NO overall. Source: the OMol25 dataset; level of theory: ωB97M-V/def2-TZVPD.

Results
- SMILES string = NCO.C
- gap between HOMO and LUMO (eV) = 10.17
- LUMO level (eV) = 1.01
- HOMO energy (eV) = -9.166

ORCA input file:
```
! RIJCOSX wB97M-V def2-TZVPD def2/J DEFGRID3
* xyz 0 1
N 3.47069 -0.19645 -0.27628
C 3.57061 1.18278 0.16628
O 2.63378 1.40458 1.19226
H 3.47467 -0.20730 -1.28419
H 2.65803 -0.61762 0.14518
H 3.31512 1.90025 -0.62453
H 4.59181 1.42311 0.47375
H 3.04477 1.78053 1.98169
C -5.34126 -1.35012 -0.37677
H -5.22254 -0.32169 -0.05791
H -6.02308 -1.76526 0.37211
H -5.77642 -1.34784 -1.37071
H -4.39618 -1.88498 -0.34089
*
```

=====

<d>
A 3-piece molecular cluster, C2H9NO overall. Source: the OMol25 dataset; level of theory: ωB97M-V/def2-TZVPD.

Results
- SMILES string = [H][H].C1CO1.N
- gap between HOMO and LUMO (eV) = 11.13
- LUMO level (eV) = 1.08
- HOMO energy (eV) = -10.052

ORCA input file:
```
! RIJCOSX wB97M-V def2-TZVPD def2/J DEFGRID3
* xyz 0 1
H 0.45951 1.48233 3.81764
H 0.61314 0.78313 3.58339
C -1.83539 -0.98552 -1.17498
C -0.88755 -0.92251 -0.05682
O -1.55106 0.25560 -0.61520
H -2.76863 -1.55163 -1.02411
H -1.34597 -1.17405 -2.17537
H -1.30012 -1.38659 0.85950
H 0.21426 -1.01259 -0.14963
N 2.21755 0.91354 -0.90950
H 2.56336 1.93063 -1.10529
H 1.18683 0.99877 -1.05572
H 2.43407 0.66888 0.00610
*
```

=====

Result of the stability comparison: <c> is the most stable of them.